Below is a 14-piece molecular cluster, C41H113N7O14 overall at a distorted geometry, with properties calculated with ωB97M-V/def2-TZVPD.

Last column: Mulliken charge in e.
Element x y z (Å)
1 C 14.84646 17.90755 15.98438  -0.987
2 C 15.18566 17.96630 17.41061  0.484
3 C 14.30776 17.01586 18.18148  -0.471
4 O 16.53118 17.52135 17.60528  -0.522
5 H 15.35400 18.56511 15.31259  0.600
6 H 13.77294 18.11633 15.81782  -0.129
7 H 15.10552 16.93405 15.52910  0.317
8 H 15.07823 19.00816 17.83198  0.217
9 H 14.64510 16.94278 19.24242  0.406
10 H 14.30041 16.01076 17.82617  -0.415
11 H 13.25170 17.42784 18.21248  0.237
12 H 16.99677 18.00909 16.92068  0.325
13 C 15.64946 14.34835 19.98369  -1.136
14 C 16.59236 13.80178 18.91374  0.866
15 C 17.83811 13.19699 19.47714  -1.625
16 O 15.91758 12.64464 18.36731  -0.060
17 H 15.73687 13.73283 20.86217  0.458
18 H 14.61039 14.35756 19.49865  -0.094
19 H 15.91939 15.37464 20.24464  0.413
20 H 16.77346 14.47274 18.12640  0.141
21 H 18.49146 12.65331 18.72537  0.282
22 H 17.60862 12.51221 20.27417  0.329
23 H 18.31138 14.04616 19.89456  0.505
24 H 16.53586 12.03887 17.92112  -0.004
25 C 10.97370 18.70870 15.71007  -1.609
26 C 10.39904 17.35183 16.09792  0.610
27 C 9.13628 16.97105 15.32797  -1.014
28 O 11.36131 16.29506 15.88321  0.946
29 H 10.11435 19.39841 15.56739  0.440
30 H 11.48362 18.67000 14.81649  0.218
31 H 11.63293 19.04183 16.48383  0.323
32 H 10.11572 17.40976 17.15176  0.437
33 H 8.89765 15.93074 15.52296  -0.060
34 H 9.23648 17.06328 14.21254  0.107
35 H 8.28839 17.50331 15.71402  0.507
36 H 11.37787 16.19490 14.91324  -0.365
37 C 13.52884 8.17336 11.96799  -1.723
38 C 14.17111 9.42943 11.49593  3.173
39 C 15.60849 9.37756 11.92192  -1.245
40 O 14.04722 9.41630 10.07941  -0.562
41 H 13.57559 8.03942 13.03293  0.105
42 H 14.02890 7.31745 11.43416  0.448
43 H 12.55414 8.16017 11.56510  0.597
44 H 13.70557 10.30527 11.83639  -1.679
45 H 15.74771 9.40993 13.02165  -0.187
46 H 16.16776 10.31648 11.58982  0.296
47 H 16.11155 8.60828 11.40911  0.512
48 H 14.08052 8.49521 9.74666  0.331
49 C 17.68420 17.13674 12.47285  -1.246
50 C 16.67350 16.92420 11.40132  1.268
51 C 16.37861 18.18930 10.57490  -1.322
52 O 17.09512 15.77548 10.60606  -0.503
53 H 18.59740 17.56311 12.05962  0.415
54 H 17.91744 16.20620 13.04442  0.230
55 H 17.24066 17.86095 13.13857  0.292
56 H 15.78276 16.46520 11.97072  -0.440
57 H 17.34094 18.49631 10.11079  0.375
58 H 15.84969 18.95098 11.19056  0.335
59 H 15.68633 17.98928 9.73098  0.335
60 H 17.80235 16.07968 9.98059  0.286
61 C 14.31472 13.58947 9.12046  -0.927
62 C 13.29397 12.64300 8.50811  0.495
63 C 13.86713 11.68805 7.59590  -1.511
64 O 12.62394 12.01297 9.59640  -0.012
65 H 14.77440 14.19611 8.38168  0.561
66 H 15.16519 12.97318 9.52510  0.207
67 H 13.96468 14.13959 9.94363  -0.155
68 H 12.56648 13.27467 7.88552  0.338
69 H 13.05964 11.04951 7.20442  0.327
70 H 14.63700 11.11454 8.12624  0.286
71 H 14.21347 12.23336 6.66900  0.439
72 H 13.20758 11.28069 9.92038  -0.156
73 C 14.38388 13.16701 12.68908  -1.123
74 C 13.90880 13.14974 14.08279  1.345
75 C 14.48578 14.26974 14.99546  -1.074
76 O 12.44851 13.40773 14.02682  1.213
77 H 13.76874 12.46651 12.14887  -0.483
78 H 15.40406 13.04009 12.48988  1.131
79 H 14.17434 14.09338 12.19375  -0.435
80 H 14.06582 12.16460 14.56460  -0.118
81 H 13.92963 14.19092 15.93137  -0.279
82 H 14.44362 15.22013 14.52453  -0.038
83 H 15.51104 14.02347 15.27519  0.599
84 H 12.11362 13.43894 14.91207  -0.704
85 C 11.18453 7.50808 19.73436  -1.612
86 C 11.75449 8.15582 18.54700  2.399
87 C 13.25568 7.94105 18.54028  -1.409
88 O 11.07066 7.59624 17.38443  -0.705
89 H 10.11384 7.41330 19.49660  0.348
90 H 11.44752 8.11401 20.57690  0.349
91 H 11.63337 6.52484 19.78966  0.436
92 H 11.60304 9.26247 18.47339  -0.819
93 H 13.70762 8.14976 19.51293  0.446
94 H 13.85036 8.57135 17.84120  0.012
95 H 13.51351 6.94393 18.25783  0.494
96 H 11.40282 7.96095 16.57291  0.179
97 C 10.55224 15.77247 10.73572  -1.141
98 C 11.63655 16.28999 11.66495  1.406
99 C 11.64896 17.79411 11.83979  -1.602
100 O 11.46956 15.77646 12.97098  -0.162
101 H 10.65599 16.34375 9.83223  0.449
102 H 9.51184 15.80888 11.15196  0.182
103 H 10.76247 14.71334 10.52691  0.125
104 H 12.62445 16.07892 11.24739  -0.360
105 H 11.86944 18.38218 10.85036  0.338
106 H 12.40667 18.14623 12.52622  0.301
107 H 10.68009 18.21653 12.15798  0.308
108 H 12.03108 15.01681 13.12392  -0.434
109 C 17.47623 8.07587 16.34617  -1.542
110 C 16.47242 9.16484 16.06241  1.189
111 C 17.08657 10.30034 15.25206  0.122
112 O 18.17331 10.88117 15.93920  -0.405
113 C 18.86381 11.85992 15.15522  -0.745
114 N 15.36333 8.59839 15.43577  -0.236
115 H 18.42781 8.49817 16.70178  0.303
116 H 17.63245 7.48711 15.37537  0.307
117 H 17.23424 7.43270 17.15262  0.431
118 H 15.95710 9.51259 16.98450  -0.432
119 H 16.30558 11.06397 15.08259  -0.320
120 H 17.45394 9.83295 14.26539  0.508
121 H 19.65491 12.23531 15.78364  0.330
122 H 18.24368 12.71135 14.94087  0.165
123 H 19.15701 11.49716 14.17730  0.349
124 H 15.50821 8.01103 14.59330  0.307
125 H 14.55940 9.23553 15.38894  -0.178
126 C 10.66816 13.90867 19.16350  -1.870
127 C 11.75191 13.46436 18.16293  1.574
128 C 12.47886 12.15115 18.48366  0.014
129 O 13.04879 12.38202 19.73158  -0.440
130 C 13.70412 11.24702 20.22865  -0.510
131 N 11.19830 13.42490 16.77707  0.509
132 H 11.14483 14.13638 20.17388  0.278
133 H 9.87185 13.20957 19.28633  0.445
134 H 10.31743 14.83668 18.77396  0.466
135 H 12.52906 14.22707 18.12346  -1.139
136 H 13.31505 12.02068 17.77172  0.239
137 H 11.88121 11.26549 18.60964  -0.040
138 H 14.23143 11.63244 21.09622  0.350
139 H 14.43275 10.86762 19.50562  0.032
140 H 13.00922 10.45440 20.58313  0.263
141 H 10.82405 14.32987 16.58411  -0.431
142 H 10.32532 12.88747 16.81904  -0.322
143 C 6.78186 9.46725 17.31450  -1.292
144 C 7.42496 10.85944 17.21172  1.266
145 C 7.03273 11.43718 15.86858  -1.096
146 O 7.49360 12.74415 15.82054  -0.332
147 C 7.37020 13.33226 14.41414  -0.311
148 N 7.31500 11.68185 18.40568  -0.714
149 H 7.38153 8.72152 17.87870  0.212
150 H 6.73310 9.09931 16.30204  0.393
151 H 5.79224 9.37427 17.74732  0.390
152 H 8.49782 10.58585 17.16750  -0.401
153 H 5.98446 11.45047 15.76818  0.609
154 H 7.47647 10.83234 15.12647  0.276
155 H 6.34007 13.14197 14.06344  0.363
156 H 8.10742 12.82204 13.82782  0.086
157 H 7.70758 14.38675 14.52475  -0.001
158 H 7.59811 12.63173 18.15263  0.316
159 H 6.29124 11.85968 18.55491  0.311
160 C 11.27057 9.49586 14.67421  0.166
161 O 12.36825 9.14255 15.18752  -0.777
162 N 10.65607 10.68764 14.99107  1.186
163 N 10.60026 8.78691 13.77188  -0.063
164 H 11.06468 11.40019 15.58908  -0.542
165 H 10.02668 11.08017 14.33392  -0.287
166 H 9.80966 9.17450 13.32092  0.274
167 H 11.07239 7.96738 13.49481  0.275
168 C 9.81529 11.13861 11.56504  0.288
169 O 9.10606 10.67450 12.49002  -0.818
170 N 10.53347 12.26352 11.84529  0.395
171 N 9.82313 10.64180 10.29114  -0.414
172 H 11.44683 12.41375 11.30333  -0.001
173 H 10.73310 12.43282 12.84458  -0.069
174 H 10.66616 10.75234 9.75295  0.233
175 H 9.39494 9.72310 10.22812  0.290

Cartesian forces, eV/Å:
-1.23 -0.56 -2.05
0.21 0.05 1.40
-1.24 1.34 1.99
0.05 0.41 -0.21
0.70 1.12 -0.07
0.40 -0.34 0.09
-0.44 0.07 0.65
0.01 -0.84 -0.39
-0.20 0.26 -0.72
0.02 -0.63 -0.73
1.06 -0.64 -0.14
0.64 -0.15 0.10
-0.66 0.63 -1.76
-0.80 -3.07 0.67
0.97 0.24 -0.66
-1.09 -0.37 -0.86
-0.46 -0.32 0.32
1.37 -0.15 1.20
0.02 -0.08 0.00
0.33 1.26 -0.96
-0.73 0.88 0.71
-0.25 -0.34 0.30
1.53 0.62 0.65
-0.07 0.60 0.25
-2.31 -0.03 1.41
-0.15 -0.48 -0.79
0.26 -0.20 -0.72
-0.22 0.61 0.28
0.63 -0.07 0.31
1.18 -0.24 -2.12
0.38 0.48 0.44
0.37 -0.44 0.11
0.16 -0.30 0.09
-0.05 0.18 1.01
-0.51 0.66 -0.16
0.23 -0.09 0.10
0.55 -1.07 -0.57
1.29 -2.03 -0.32
1.13 3.53 0.36
0.05 0.20 -1.01
-0.21 -0.14 0.48
-0.08 0.57 0.75
-1.58 -0.11 0.07
-0.86 1.21 0.58
-0.28 -0.56 -0.73
-0.76 -0.89 0.21
0.62 -1.39 -0.19
0.02 0.83 0.39
0.52 -0.01 0.63
-1.23 -2.12 0.31
-0.51 -0.75 -0.27
0.52 1.16 -1.01
0.22 -0.02 0.07
-0.24 0.70 -0.57
0.16 0.36 0.60
0.69 1.06 -1.20
-0.59 0.39 0.52
0.90 -0.24 -0.34
0.36 -0.20 0.48
-0.88 -0.39 0.83
1.55 -2.14 -0.32
-1.27 3.08 0.77
0.51 -1.00 -2.38
-0.20 -1.04 0.42
0.28 0.90 -0.67
-0.64 0.34 -0.22
-0.80 0.93 0.79
0.35 -0.84 1.32
0.38 -0.22 0.31
0.04 -0.11 -0.62
0.27 -0.65 1.09
-0.54 0.57 -0.61
-1.44 0.13 -0.79
-0.91 1.15 1.97
0.12 -2.47 0.21
1.53 -0.46 -1.85
0.12 -0.61 -0.47
1.60 -0.73 0.20
-0.38 1.01 -0.01
-0.08 0.35 -0.22
-0.09 0.57 -0.01
-0.27 0.86 -0.30
0.23 0.13 -0.16
-0.45 -0.03 1.62
-1.09 -0.28 -0.67
0.74 1.34 -2.54
1.17 1.02 -0.70
0.01 -0.52 1.51
0.17 0.03 0.89
-0.30 0.07 0.84
-0.07 -0.34 0.35
-0.25 -0.73 0.53
-0.27 -0.10 0.19
-0.77 -0.16 0.13
-0.02 -0.95 -0.04
0.76 0.53 -0.49
-0.04 -0.68 0.51
-0.30 1.03 0.37
-0.48 2.14 -2.21
-0.08 0.16 0.31
-0.39 0.14 -0.70
1.01 0.33 -0.23
-0.17 0.26 -0.09
0.08 -0.61 0.06
-0.33 -1.30 1.47
0.23 -0.24 0.34
0.22 -0.42 0.11
0.19 -0.86 0.20
1.53 0.25 -1.13
0.24 0.18 1.23
0.45 -0.43 -0.56
0.29 0.40 -0.46
-0.76 -0.29 0.75
-2.19 -1.03 -1.85
-0.04 0.05 -0.61
0.00 0.64 1.38
-0.93 -0.87 0.47
1.20 0.47 0.06
0.18 -0.14 -0.36
-0.52 0.80 1.06
0.61 -0.16 -0.13
-0.76 0.56 0.00
0.53 -0.48 -0.05
-0.12 0.88 0.89
0.23 -0.80 -0.36
2.40 0.29 1.15
-0.56 -0.51 -0.74
0.51 1.34 -0.01
0.17 0.02 0.84
0.12 0.22 0.65
-0.43 -1.19 0.46
-0.67 -0.45 -1.21
-0.58 -0.62 0.02
-0.66 0.79 -0.15
0.09 0.10 0.18
-0.48 -0.30 -0.20
-0.80 -0.41 -0.72
0.29 -0.31 0.19
-0.10 -0.15 0.05
0.17 0.30 -0.44
0.15 1.14 -0.32
0.22 -0.25 0.03
0.50 -0.59 0.63
1.28 -1.78 0.41
0.61 0.75 1.56
0.42 2.16 -2.29
0.35 -0.45 2.91
-2.14 0.94 -0.16
-0.06 0.70 -0.25
-0.16 -0.41 -0.39
-0.40 0.58 0.01
-0.19 0.48 -0.32
-1.75 -0.24 -0.29
0.49 -0.81 -1.18
0.52 0.48 0.01
0.17 -0.42 -0.70
-0.81 -0.69 -0.19
0.41 -0.24 0.00
0.96 -0.47 0.15
1.55 1.74 1.33
-1.66 0.16 -0.63
0.60 0.12 0.80
0.72 -0.68 0.57
0.51 -0.72 -0.10
-0.87 -0.11 -0.65
-0.80 0.20 -0.63
0.07 -0.88 -0.53
-0.65 0.22 1.78
0.03 0.06 -1.43
2.87 0.44 -0.71
-0.13 -0.56 0.50
-2.00 -0.21 0.57
-0.38 -0.22 -0.82
0.19 0.34 -0.17
0.07 0.36 0.01

Lowest unoccupied orbital energy: 0.336 eV
Kohn-Sham gap: 8.9 eV
Relative energy (zero: lowest compared OMol25 entry of this formula, charge and spin): 0.0 kJ/mol
Charge: 0
Maximum force: 3.7 eV Å⁻¹
Total energy: -83444.1311 eV